The following is a DFT calculation (wB97M-V/def2-TZVPD) of a molecular structure, C27H72AsF6O9.

Results
Kohn-Sham gap = 10.2 eV
Highest occupied orbital energy = -8.140 eV

Structure (ORCA input):
```
! RIJCOSX wB97M-V def2-TZVPD def2/J DEFGRID3
* xyz -1 1
As -1.17 0.06 0.44
F -2.37 -0.53 -0.71
F -0.64 -1.65 0.86
F -2.34 0.02 1.76
F 0.09 0.06 -0.85
F -1.57 1.73 0.07
F 0.06 0.81 1.59
O -5.43 4.03 -1.09
O 2.23 -4.85 3.71
O 5.68 5.77 -0.61
O -5.13 -6.68 -1.87
O 5.54 0.51 -7.08
O 2.70 4.58 3.38
O 7.60 0.96 3.74
O 1.73 -5.89 -2.13
O -6.83 0.24 4.09
C 1.15 -4.69 -4.05
C 4.66 -0.49 -7.47
C -9.05 1.01 3.80
C -6.13 4.12 -2.33
C -4.91 -5.31 -1.47
C 1.50 -5.36 4.83
C -5.66 2.83 -3.07
C 0.31 -6.13 4.29
C -7.75 0.67 3.08
C -6.21 -4.50 -1.80
C 4.58 4.49 -2.30
C 5.27 5.79 -1.90
C -7.79 -0.47 2.04
C 5.91 0.06 5.13
C 2.29 -5.38 -3.28
C -7.59 4.36 -2.10
C 4.85 -0.79 -8.96
C 1.00 -4.13 5.68
C 2.29 4.66 5.79
C 5.76 0.03 2.63
C -4.58 -5.30 0.06
C 3.32 0.10 -7.06
C 4.30 7.02 -2.06
C 2.27 5.42 4.44
C 6.22 0.85 3.82
C 3.49 -4.54 -2.94
C 0.90 5.95 4.10
H 1.74 -4.18 3.24
H -5.65 4.94 -2.87
H -6.82 -0.46 1.55
H -5.43 -5.69 0.61
H 2.13 -6.02 5.44
H -6.41 -4.44 -2.87
H 3.29 4.28 5.97
H 0.12 -3.65 5.24
H 3.71 4.22 -1.70
H 3.99 -4.24 -3.86
H 0.76 6.75 4.83
H -5.96 2.84 -4.12
H 2.09 3.84 3.46
H 3.18 0.08 -5.98
H 0.84 -3.80 -3.50
H -7.83 5.37 -1.74
H 5.25 3.64 -2.18
H 2.51 -0.53 -7.42
H -4.47 -4.29 0.47
H 3.01 6.22 4.49
H -5.92 0.28 3.78
H 1.56 3.86 5.66
H 6.17 6.00 -2.48
H 5.91 1.89 3.80
H 4.81 7.94 -1.78
H -9.61 0.11 4.04
H 4.77 -1.44 -6.95
H -0.43 -5.63 3.66
H 6.22 0.71 5.95
H 4.14 7.12 -3.13
H 7.83 1.35 2.89
H -9.66 1.57 3.08
H -6.05 1.92 -2.61
H 0.31 -5.37 -4.20
H -8.90 1.56 4.73
H -4.26 -7.04 -2.06
H -7.31 1.59 2.68
H 4.55 0.04 -9.59
H 3.33 6.93 -1.56
H -6.01 -3.48 -1.48
H -0.30 -6.57 5.07
H 1.31 -5.17 -1.65
H -3.76 -5.98 0.26
H 6.42 -0.90 5.23
H 0.07 5.25 4.12
H 1.47 -4.41 -5.06
H -8.18 4.22 -3.01
H -4.10 -4.89 -2.07
H 4.22 -5.16 -2.43
H 0.94 6.33 3.08
H 4.98 5.38 -0.08
H 5.92 0.64 1.74
H 3.24 -3.63 -2.40
H -7.02 -4.86 -1.17
H 3.05 1.08 -7.46
H 5.24 1.33 -7.49
H -7.92 -1.45 2.49
H 6.26 -0.94 2.61
H -8.51 -0.31 1.24
H 5.87 -1.14 -9.12
H 4.82 0.04 5.21
H 4.25 -1.65 -9.25
H 4.26 4.40 -3.33
H 2.68 -6.18 -3.92
H 4.69 -0.18 2.67
H 0.79 -4.37 6.72
H 0.54 -7.00 3.68
H -4.58 2.72 -3.09
H 2.00 5.23 6.68
H -4.54 3.71 -1.25
H 1.75 -3.34 5.71
H -7.96 3.57 -1.45
*
```


The following is a DFT calculation (wB97M-V/def2-TZVPD) of C5H5NP2 in the gas phase.

Results
SMILES string = P#[PH]c1ccccn1
Kohn-Sham gap = 7.1 eV
ΔE to the lowest compared entry with this formula, charge and spin = 0.816 eV
Highest occupied orbital energy = -7.828 eV

Structure (ORCA input):
```
! RIJCOSX wB97M-V def2-TZVPD def2/J DEFGRID3
* xyz 0 1
P 3.01 0.44 -0.51
P 4.61 -0.07 0.18
N 1.06 -0.73 0.62
C -1.26 -0.41 0.37
C 1.24 0.54 0.16
C -0.15 -1.21 0.65
C 0.11 1.27 -0.46
C -1.22 0.82 -0.31
H -2.22 -0.78 0.57
H -2.12 1.24 -0.60
H 3.09 1.52 -1.36
H 0.41 2.16 -1.11
H -0.18 -2.18 0.89
*
```


The following is a DFT calculation (wB97M-V/def2-TZVPD) of 7 unconnected molecules or ions with the total composition CH16O6.

Results
SMILES string = C.O.O.O.O.O.O
Kohn-Sham gap = 11.0 eV
ΔE to the lowest compared entry with this formula, charge and spin = 1.212 eV
Highest occupied orbital energy = -10.690 eV

Structure (ORCA input):
```
! RIJCOSX wB97M-V def2-TZVPD def2/J DEFGRID3
* xyz 0 1
O -0.25 2.80 -0.98
O 1.95 -1.44 0.06
O -1.23 0.97 -3.14
O -0.48 -1.68 -1.89
O 0.00 -1.87 1.74
O -1.73 -0.36 0.34
C 1.17 1.27 2.06
H 1.94 0.62 2.47
H 0.70 2.91 -0.91
H -1.07 0.01 -3.13
H -0.79 -1.19 -1.11
H -0.29 -1.47 2.56
H 1.13 1.15 0.98
H -1.15 -1.63 -2.58
H 2.61 -2.11 -0.16
H 0.88 -1.50 1.50
H -1.98 1.08 -2.55
H -1.07 -0.93 0.82
H 1.18 2.33 2.30
H 0.13 1.11 2.36
H 1.33 -1.56 -0.68
H -2.36 -1.04 0.07
H -0.61 2.51 -0.14
*
```


The following is a DFT calculation (wB97M-V/def2-TZVPD) of H2NO4P in the gas phase.

Results
SMILES string = NP1(=O)OOO1
Kohn-Sham gap = 8.9 eV
ΔE to the lowest compared entry with this formula, charge and spin = 6.258 eV
Highest occupied orbital energy = -9.828 eV

Structure (ORCA input):
```
! RIJCOSX wB97M-V def2-TZVPD def2/J DEFGRID3
* xyz 0 1
P 0.09 0.23 -0.22
O 0.37 1.35 -1.18
O 0.24 1.28 1.30
O -1.73 0.38 0.56
O -1.07 1.25 1.67
N 0.89 -1.28 -0.55
H 0.61 -2.15 -0.11
H 0.61 -1.06 -1.47
*
```


The following is a DFT calculation (wB97M-V/def2-TZVPD) of a molecular structure, C2H5N3OS.

Results
Kohn-Sham gap = 8.5 eV
ΔE to the lowest compared entry with this formula, charge and spin = 5.451 eV
Highest occupied orbital energy = -8.499 eV

Structure (ORCA input):
```
! RIJCOSX wB97M-V def2-TZVPD def2/J DEFGRID3
* xyz 0 1
S -2.55 -0.57 -0.13
O 0.38 -0.25 -0.08
N -0.27 0.95 0.13
N 2.33 -1.28 0.14
N 2.29 1.09 -0.21
C -1.65 0.83 0.21
C 1.69 -0.08 -0.11
H -2.04 1.87 0.67
H 0.32 1.74 0.35
H 1.95 -2.15 0.96
H 3.61 -1.13 -0.01
H 3.30 0.89 -0.29
*
```


The following is a DFT calculation (wB97M-V/def2-TZVPD) of 4 unconnected molecules or ions with the total composition C4H16O4.

Results
SMILES string = CCCCO.O.O.O
Kohn-Sham gap = 10.3 eV
ΔE to the lowest compared entry with this formula, charge and spin = 1.033 eV
Highest occupied orbital energy = -9.824 eV

Structure (ORCA input):
```
! RIJCOSX wB97M-V def2-TZVPD def2/J DEFGRID3
* xyz 0 1
O -2.30 0.95 1.69
O -1.64 -0.26 -1.82
O 1.89 1.94 0.48
O -0.80 3.17 1.07
C 2.51 -2.31 -0.18
C 0.39 -1.07 -0.76
C -1.15 -1.25 -0.93
C 0.98 -2.43 -0.29
H 0.50 -2.83 0.60
H 2.91 -1.49 0.42
H -2.73 1.77 1.39
H -2.02 0.46 -1.31
H 2.84 1.91 0.71
H 0.92 -0.91 -1.69
H 0.94 -3.00 -1.22
H 0.54 -0.30 -0.01
H -0.04 3.70 0.78
H 2.86 -3.28 0.16
H -1.35 -2.25 -1.32
H -1.66 -1.15 0.03
H 2.99 -2.14 -1.16
H -0.64 3.17 2.02
H -1.36 1.15 1.60
H 1.67 1.01 0.32
*
```


The following is a DFT calculation (wB97M-V/def2-TZVPD) of a molecular structure, C38H31IN2O4PZr.

Results
Kohn-Sham gap = 6.7 eV
ΔE to the lowest compared entry with this formula, charge and spin = 0.510 eV
Highest occupied orbital energy = -16.357 eV

Structure (ORCA input):
```
! RIJCOSX wB97M-V def2-TZVPD def2/J DEFGRID3
* xyz 3 1
I -2.95 -0.10 -4.85
Zr 0.48 0.04 0.13
P -1.47 1.13 1.56
O 1.66 -0.38 -1.53
O 2.60 0.90 1.02
O 1.10 -1.54 0.95
O 0.60 -3.30 -0.38
N 1.42 1.31 1.66
N -1.27 -0.70 -0.95
C 3.52 -3.34 -2.77
C -1.49 2.34 0.15
C -2.08 2.91 3.59
C 1.28 -2.37 -0.17
C -1.56 -0.27 -2.21
C 0.26 2.42 3.44
C 2.38 -2.63 -2.44
C 1.25 -2.71 -3.26
C 2.43 -4.19 -4.73
C 5.85 -0.51 -0.67
C -1.96 -1.76 -0.45
C 2.34 -1.82 -1.18
C 6.21 -1.13 0.52
C 5.31 -1.96 1.17
C 0.50 3.24 4.54
C -4.79 -0.44 3.25
C -0.36 3.44 -1.71
C -5.24 -0.23 0.89
C -2.53 -0.86 -2.97
C 3.68 -1.55 -0.55
C -5.65 -0.61 2.17
C -3.99 0.33 0.70
C -1.83 3.75 4.68
C 1.44 1.90 2.80
C -0.38 2.51 -0.69
C -3.20 -1.97 -2.47
C -3.54 0.12 3.07
C -0.54 3.90 5.17
C -1.06 2.23 2.97
C -3.14 0.52 1.79
C 4.04 -2.17 0.64
C 3.54 -4.13 -3.91
C -2.90 -2.43 -1.19
C 4.59 -0.73 -1.21
C -2.60 3.15 -0.07
C 1.28 -3.48 -4.41
C -1.48 4.23 -1.92
C -2.59 4.09 -1.09
H -1.48 4.97 -2.71
H 2.24 -0.02 -2.22
H -1.72 -2.07 0.55
H 3.38 0.97 1.61
H 2.45 -4.81 -5.62
H -3.95 -2.48 -3.06
H 3.36 -2.84 1.15
H 0.52 3.57 -2.33
H 0.41 -3.54 -5.05
H 1.51 3.37 4.90
H 2.40 2.08 3.28
H -5.11 -0.74 4.24
H 7.20 -0.97 0.93
H 4.40 -3.31 -2.13
H 4.35 -0.29 -2.18
H -3.11 2.79 3.25
H -0.35 4.54 6.02
H -2.65 4.27 5.15
H 5.60 -2.47 2.08
H -3.69 0.63 -0.30
H -3.47 3.06 0.57
H -3.40 -3.28 -0.77
H -2.88 0.25 3.92
H 0.34 -2.17 -3.01
H 4.43 -4.69 -4.16
H 0.57 1.99 -0.55
H 6.55 0.12 -1.20
H -6.63 -1.04 2.32
H -5.91 -0.36 0.05
H -3.46 4.72 -1.25
H -1.01 0.58 -2.58
*
```


The following is a DFT calculation (wB97M-V/def2-TZVPD) of 3 unconnected molecules or ions with the total composition C6H14O2.

Results
Kohn-Sham gap (spin up / spin down) = 2.6 / 9.9 eV
ΔE to the lowest compared entry with this formula, charge and spin = 0.752 eV
Highest occupied orbital energy (spin up / spin down) = 0.826 / -6.616 eV

Structure (ORCA input):
```
! RIJCOSX wB97M-V def2-TZVPD def2/J DEFGRID3
* xyz -1 2
O -0.80 -0.45 2.43
O 2.41 -1.33 0.89
C -0.58 -2.11 -0.65
C 0.01 -1.05 -1.19
C -1.62 1.76 0.21
C 0.85 1.62 -0.12
C -0.59 1.30 -0.47
C -0.71 0.22 -1.56
H -1.65 -2.03 -0.48
H 3.15 -1.95 0.71
H -2.69 1.59 0.20
H 1.09 1.01 0.75
H 2.78 -0.65 1.49
H -0.24 -1.01 1.89
H 0.98 2.67 0.14
H -0.32 0.64 -2.49
H 1.46 1.50 -1.01
H -0.08 -3.05 -0.52
H -1.46 2.41 1.08
H -1.77 -0.02 -1.67
H 1.07 -1.10 -1.39
H -1.30 0.05 1.77
*
```


The following is a DFT calculation (wB97M-V/def2-TZVPD) of C3H7N3O2 in the gas phase.

Results
SMILES string = [H]/N=C(\N)N(C=O)OC
Kohn-Sham gap = 10.0 eV
ΔE to the lowest compared entry with this formula, charge and spin = 4.003 eV
Highest occupied orbital energy = -9.289 eV

Structure (ORCA input):
```
! RIJCOSX wB97M-V def2-TZVPD def2/J DEFGRID3
* xyz 0 1
O -0.55 0.31 -0.95
O 2.35 1.77 0.29
N 1.96 -1.02 1.09
N -0.17 -1.77 0.30
N 0.43 0.35 -0.01
C -1.77 0.83 -0.48
C 1.23 1.55 -0.14
C 0.84 -0.82 0.48
H 0.24 -2.71 0.32
H 1.96 -1.95 1.44
H -2.43 1.09 -1.33
H 0.54 2.26 -0.69
H -0.75 -1.72 -0.49
H -1.62 1.81 0.04
H -2.26 0.03 0.13
*
```


The following is a DFT calculation (wB97M-V/def2-TZVPD) of a molecular structure, C19H14BCrF8OP2.

Results
Kohn-Sham gap (spin up / spin down) = 6.1 / 8.3 eV
Highest occupied orbital energy (spin up / spin down) = -6.572 / -9.407 eV

Structure (ORCA input):
```
! RIJCOSX wB97M-V def2-TZVPD def2/J DEFGRID3
* xyz 0 6
Cr -0.83 -0.19 0.02
P -3.01 -1.88 0.71
P -0.31 1.67 -1.39
F 2.20 -0.89 -0.17
F -4.47 -1.70 0.16
F -2.87 -0.21 0.92
F -1.38 -1.87 1.18
F -2.37 -1.55 -0.80
F 0.83 -2.22 -1.38
F -3.45 -2.04 2.21
F -2.95 -3.42 0.43
O 0.16 0.37 2.42
C 1.21 1.41 -2.34
C 0.62 4.82 1.79
C 3.55 1.82 -2.73
C 0.35 5.25 0.48
C 0.07 1.20 1.56
C 3.55 0.87 -3.74
C 1.22 0.44 -3.34
C -3.91 2.41 -3.09
C -2.90 1.97 -2.24
C -3.58 3.09 -4.25
C 2.38 2.10 -2.03
C 2.38 0.18 -4.04
C 0.04 4.31 -0.49
C -2.25 3.33 -4.57
C 0.23 2.52 1.14
C 0.00 2.96 -0.19
C -1.56 2.22 -2.56
C -1.24 2.90 -3.73
C 0.58 3.49 2.14
B 0.95 -1.18 -0.54
H -0.17 4.64 -1.51
H 2.38 -0.58 -4.82
H 2.38 2.84 -1.25
H 0.77 3.17 3.15
H -0.20 3.07 -3.99
H 4.46 2.36 -2.49
H 4.46 0.65 -4.28
H -2.00 3.86 -5.49
H 0.88 5.54 2.56
H -4.36 3.43 -4.92
H -3.16 1.43 -1.34
H -4.94 2.21 -2.84
H 0.38 6.30 0.24
H 0.31 -0.11 -3.58
*
```